Record 1
Formula: C4H9O2P
Source: OMol25
Level of theory: the ωB97M-V functional and the def2-TZVPD basis

Structure (ORCA input):
```
! RIJCOSX wB97M-V def2-TZVPD def2/J DEFGRID3
* xyz 0 1
C 1.38 -0.55 1.25
C 1.59 -0.75 -0.22
C 0.04 1.08 -0.67
C -1.11 0.53 0.04
O 0.64 -0.10 -1.18
O -1.90 0.96 1.01
P -1.52 -1.23 -0.55
H 0.70 -1.32 1.73
H 1.77 0.34 1.85
H 2.57 -0.26 -0.31
H 1.49 -1.71 -0.68
H -0.33 1.64 -1.53
H 0.78 1.71 -0.06
H -1.58 1.67 1.54
H -1.61 -0.61 -1.84
H -2.89 -1.38 -0.37
*
```

Summary:
Calculated total energy, a.u.: -649.42176
Max |F|, eV/A: 3.310
HOMO (alpha / beta), Eh: -0.31528 / -0.23763
Relative energy (zero: lowest compared OMol25 entry of this formula, charge and spin), kcal per mole: 169.5

Here are the natural (NBO) charges for atoms 1 to 6, given in e: atom 1 (C): -0.3722, atom 2 (C): -0.1784, atom 3 (C): -0.1808, atom 4 (C): 0.0953, atom 5 (O): -0.5526, atom 6 (O): -0.6757


Record 2
Formula: C4H9O2PS3
Source: OMol25
Level of theory: the ωB97M-V functional and the def2-TZVPD basis

Structure (ORCA input):
```
! RIJCOSX wB97M-V def2-TZVPD def2/J DEFGRID3
* xyz 0 1
C 0.15 -1.97 -1.59
C -0.16 -0.69 -1.59
O -0.02 0.28 -2.40
C 1.18 1.05 -2.25
O -1.22 -0.36 -0.21
P -0.86 0.89 0.65
S 0.98 1.18 1.26
S -1.52 2.49 -0.50
S -2.28 0.82 2.16
C -1.34 -0.34 3.19
H -0.03 -2.57 -0.82
H 0.61 -2.42 -2.40
H 0.91 2.11 -2.48
H 1.94 0.71 -2.94
H 1.82 0.74 -1.42
H -1.18 3.32 0.60
H -1.47 -1.27 2.76
H -1.72 -0.41 4.18
H -0.35 0.04 3.53
*
```

Summary:
Calculated total energy, a.u.: -1844.15691
Max |F|, eV/A: 4.124
HOMO, Eh: -0.31491
Relative energy (zero: lowest compared OMol25 entry of this formula, charge and spin), kcal per mole: 13.7
SMILES: C=C(OC)O[P@@](=S)(S)SC

Here are the natural (NBO) charges for atoms 1 to 6, given in e: atom 1 (C): -0.4810, atom 2 (C): 0.6498, atom 3 (O): -0.4821, atom 4 (C): -0.2917, atom 5 (O): -0.9502, atom 6 (P): 1.2680


Record 3
Formula: C4H9O2S
Source: OMol25
Level of theory: the ωB97M-V functional and the def2-TZVPD basis

Structure (ORCA input):
```
! RIJCOSX wB97M-V def2-TZVPD def2/J DEFGRID3
* xyz -1 1
C 0.43 -1.07 -1.87
C -1.97 -0.72 -0.61
S -1.23 -0.70 -2.26
H 1.16 -0.34 -1.39
H 0.50 -1.93 -1.17
H 0.97 -1.21 -2.80
H -2.17 0.38 -0.30
H -1.42 -1.26 0.15
H -2.98 -1.18 -0.67
C 0.92 1.80 1.59
C 0.96 0.23 1.57
O 0.02 -0.40 1.03
O 2.06 -0.28 1.88
H 0.27 2.30 2.32
H 0.62 2.21 0.62
H 1.87 2.18 1.90
*
```

Summary:
Calculated total energy, a.u.: -706.50353
Max |F|, eV/A: 3.275
HOMO, Eh: -0.14991
Relative energy (zero: lowest compared OMol25 entry of this formula, charge and spin), kcal per mole: 27.9

Here are the natural (NBO) charges for atoms 1 to 6, given in e: atom 1 (C): -0.7881, atom 2 (C): -0.7391, atom 3 (S): 0.1601, atom 4 (H): 0.2318, atom 5 (H): 0.2362, atom 6 (H): 0.2027


Record 4
Formula: C4H9O3
Source: OMol25
Level of theory: the ωB97M-V functional and the def2-TZVPD basis

Structure (ORCA input):
```
! RIJCOSX wB97M-V def2-TZVPD def2/J DEFGRID3
* xyz -1 1
C -0.13 -1.58 -1.30
C -0.49 -2.04 0.22
O -0.38 -1.09 0.94
O -1.03 -3.17 0.22
H 0.99 -1.77 -1.46
H -0.44 -0.54 -1.33
H -0.57 -2.29 -1.94
C 0.53 2.72 -0.24
C 1.71 2.35 0.53
O -0.63 1.98 -0.17
H 0.06 3.72 -0.25
H 0.85 2.55 -1.28
H 2.18 3.00 1.27
H -0.69 1.24 0.49
H 2.76 1.87 0.00
H 1.42 1.67 1.28
*
```

Summary:
Calculated total energy, a.u.: -383.51025
Max |F|, eV/A: 5.591
HOMO, Eh: -0.12792
Relative energy (zero: lowest compared OMol25 entry of this formula, charge and spin), kcal per mole: 60.4

Here are the natural (NBO) charges for atoms 1 to 6, given in e: atom 1 (C): -0.7872, atom 2 (C): 0.8054, atom 3 (O): -0.7984, atom 4 (O): -0.7867, atom 5 (H): 0.1731, atom 6 (H): 0.2071


Record 5
Formula: C4H9O3
Source: OMol25
Level of theory: the ωB97M-V functional and the def2-TZVPD basis

Structure (ORCA input):
```
! RIJCOSX wB97M-V def2-TZVPD def2/J DEFGRID3
* xyz -1 1
C -1.82 0.63 -0.17
C -1.71 -0.69 -0.93
C -0.79 0.77 0.96
O -1.14 1.57 1.85
O 0.24 0.03 1.00
H -1.71 1.47 -0.88
H -2.79 0.81 0.30
H -2.37 -0.83 -1.78
H -2.01 -1.47 -0.23
H -0.68 -0.86 -1.23
C 2.30 -1.44 -1.29
O 2.28 -0.14 -0.73
H 1.54 -0.13 -0.06
H 2.54 -1.34 -2.35
H 3.12 -2.03 -0.86
H 1.36 -1.95 -1.14
*
```

Summary:
Calculated total energy, a.u.: -383.58776
Max |F|, eV/A: 1.198
HOMO, Eh: -0.15866
Relative energy (zero: lowest compared OMol25 entry of this formula, charge and spin), kcal per mole: 11.8

Here are the natural (NBO) charges for atoms 1 to 6, given in e: atom 1 (C): -0.5169, atom 2 (C): -0.6089, atom 3 (C): 0.7743, atom 4 (O): -0.7617, atom 5 (O): -0.8210, atom 6 (H): 0.1928


Record 6
Formula: C4H9O3
Source: OMol25
Level of theory: the ωB97M-V functional and the def2-TZVPD basis

Structure (ORCA input):
```
! RIJCOSX wB97M-V def2-TZVPD def2/J DEFGRID3
* xyz -1 1
C 1.05 -1.43 -0.65
C 0.05 -1.95 0.50
O 2.00 -0.55 -0.17
H 1.43 -2.29 -1.19
H 0.32 -0.92 -1.31
H 0.42 -2.90 0.85
H 1.57 0.20 0.32
H -1.00 -1.93 0.20
H 0.23 -1.21 1.28
C -1.11 2.09 -0.51
C -0.53 1.48 0.80
O -1.41 1.16 1.62
O 0.71 1.55 0.95
H -1.90 1.53 -1.02
H -0.32 2.08 -1.27
H -1.50 3.09 -0.39
*
```

Summary:
Calculated total energy, a.u.: -383.57915
Max |F|, eV/A: 3.197
HOMO, Eh: -0.16179
Relative energy (zero: lowest compared OMol25 entry of this formula, charge and spin), kcal per mole: 17.2

Here are the natural (NBO) charges for atoms 1 to 6, given in e: atom 1 (C): -0.0413, atom 2 (C): -0.6562, atom 3 (O): -0.7735, atom 4 (H): 0.1468, atom 5 (H): 0.1304, atom 6 (H): 0.1799


Record 7
Formula: C4H9O3
Source: OMol25
Level of theory: the ωB97M-V functional and the def2-TZVPD basis

Structure (ORCA input):
```
! RIJCOSX wB97M-V def2-TZVPD def2/J DEFGRID3
* xyz -1 1
O 0.34 1.74 -1.55
C -0.13 0.85 -2.30
O -0.45 -0.32 -1.97
H -0.34 1.16 -3.36
C 1.15 -0.13 0.60
O 1.81 1.15 0.55
C -0.29 0.01 1.09
C -1.18 -1.24 0.92
H 1.15 -0.47 -0.47
H 1.76 -0.79 1.32
H 1.42 1.62 -0.23
H -0.31 0.28 2.17
H -0.77 0.85 0.53
H -0.72 -2.06 1.50
H -2.19 -1.04 1.33
H -1.23 -1.61 -0.11
*
```

Summary:
Calculated total energy, a.u.: -383.58436
Max |F|, eV/A: 1.601
HOMO, Eh: -0.17137
Relative energy (zero: lowest compared OMol25 entry of this formula, charge and spin), kcal per mole: 13.9

Here are the natural (NBO) charges for atoms 1 to 6, given in e: atom 1 (O): -0.8132, atom 2 (C): 0.6403, atom 3 (O): -0.7769, atom 4 (H): 0.0114, atom 5 (C): -0.0780, atom 6 (O): -0.7983


Record 8
Formula: C4H9O3PS3
Source: OMol25
Level of theory: the ωB97M-V functional and the def2-TZVPD basis

Structure (ORCA input):
```
! RIJCOSX wB97M-V def2-TZVPD def2/J DEFGRID3
* xyz 0 1
C -3.46 0.69 0.27
C -2.97 0.16 -0.82
S -2.14 -1.37 -1.06
S -1.81 -2.46 0.69
S 0.01 -2.93 0.49
O 1.01 -1.46 1.64
P 1.54 -0.15 1.09
O 2.21 -0.36 -0.41
C 3.54 -0.84 -0.53
O 0.14 0.65 0.63
C 0.31 1.96 0.10
H -4.01 1.66 0.22
H -3.45 0.13 1.27
H -3.20 0.56 -1.91
H 3.55 -1.62 0.18
H 4.22 -0.06 -0.38
H 3.63 -1.25 -1.47
H 1.34 2.29 0.14
H -0.44 2.60 0.76
H -0.01 1.80 -0.92
*
```

Summary:
Calculated total energy, a.u.: -1919.38295
Max |F|, eV/A: 3.725
HOMO (alpha / beta), Eh: -0.29533 / -0.29522
Relative energy (zero: lowest compared OMol25 entry of this formula, charge and spin), kcal per mole: 5.1
SMILES: C=CSSSOP(OC)OC

Here are the natural (NBO) charges for atoms 1 to 6, given in e: atom 1 (C): -0.4261, atom 2 (C): -0.3850, atom 3 (S): 0.1360, atom 4 (S): 0.1111, atom 5 (S): 0.2851, atom 6 (O): -0.9953


Record 9
Formula: C4H9O3Zn
Source: OMol25
Level of theory: the ωB97M-V functional and the def2-TZVPD basis

Structure (ORCA input):
```
! RIJCOSX wB97M-V def2-TZVPD def2/J DEFGRID3
* xyz 1 1
O -1.48 0.18 0.76
C -0.52 0.04 -0.29
C 0.87 -0.12 0.29
C 1.97 0.07 -0.76
C 2.05 -1.04 -1.77
O 2.16 -0.86 -2.96
H -1.42 -0.52 1.49
H -0.58 0.94 -0.93
H -0.80 -0.83 -0.89
H 0.96 -1.11 0.76
H 1.03 0.63 1.08
H 1.88 1.03 -1.27
H 2.04 -2.07 -1.36
H 2.94 0.06 -0.24
Zn -2.84 1.31 0.95
O -3.74 1.39 2.45
H -4.52 0.89 2.69
*
```

Summary:
Calculated total energy, a.u.: -2162.53878
Max |F|, eV/A: 2.457
HOMO, Eh: -0.48153

Here are the natural (NBO) charges for atoms 1 to 6, given in e: atom 1 (O): -0.8869, atom 2 (C): -0.0745, atom 3 (C): -0.4396, atom 4 (C): -0.5155, atom 5 (C): 0.4165, atom 6 (O): -0.4747


Record 10
Formula: C4H9OP
Source: OMol25
Level of theory: the ωB97M-V functional and the def2-TZVPD basis

Structure (ORCA input):
```
! RIJCOSX wB97M-V def2-TZVPD def2/J DEFGRID3
* xyz 0 1
C -2.68 -0.85 0.05
C -1.55 -1.38 0.23
C 0.81 0.73 -1.38
C 1.30 0.79 1.41
O 2.13 -1.25 -0.24
P 1.00 -0.28 -0.01
H -3.62 -1.29 -0.14
H -2.79 0.15 -0.32
H -1.14 -2.34 0.30
H -0.01 1.26 -1.15
H 1.66 1.36 -1.63
H 0.58 0.00 -2.17
H 2.33 0.57 1.72
H 1.28 1.89 1.01
H 0.70 0.66 2.30
*
```

Summary:
Calculated total energy, a.u.: -574.26878
Max |F|, eV/A: 5.312
HOMO (alpha / beta), Eh: -0.30290 / -0.30287
Relative energy (zero: lowest compared OMol25 entry of this formula, charge and spin), kcal per mole: 68.8

Here are the natural (NBO) charges for atoms 1 to 6, given in e: atom 1 (C): -0.5063, atom 2 (C): -0.2469, atom 3 (C): -1.0447, atom 4 (C): -1.0348, atom 5 (O): -1.0562, atom 6 (P): 1.7699


Record 11
Formula: C4H9PS
Source: OMol25
Level of theory: the ωB97M-V functional and the def2-TZVPD basis

Structure (ORCA input):
```
! RIJCOSX wB97M-V def2-TZVPD def2/J DEFGRID3
* xyz 0 1
C 2.19 -1.19 -0.85
C 1.60 -0.64 0.37
C 2.31 0.28 -0.48
C -3.38 0.62 0.01
P -1.62 0.96 -0.44
S 3.91 1.00 0.02
H 3.05 -1.84 -0.77
H 1.56 -1.41 -1.70
H 1.76 -0.93 1.39
H 1.79 1.01 -1.09
H -3.83 -0.01 -0.75
H -3.93 1.56 0.07
H -3.43 0.12 0.98
H -1.33 1.64 0.75
H 4.24 0.04 0.88
*
```

Summary:
Calculated total energy, a.u.: -897.16903
Max |F|, eV/A: 0.791
HOMO (alpha / beta), Eh: -0.30048 / -0.30393
Relative energy (zero: lowest compared OMol25 entry of this formula, charge and spin), kcal per mole: 109.8

Here are the natural (NBO) charges for atoms 1 to 6, given in e: atom 1 (C): -0.4743, atom 2 (C): -0.1023, atom 3 (C): -0.4045, atom 4 (C): -0.9624, atom 5 (P): 0.3434, atom 6 (S): -0.0128


Record 12
Formula: C4HClF4
Source: OMol25
Level of theory: the ωB97M-V functional and the def2-TZVPD basis

Structure (ORCA input):
```
! RIJCOSX wB97M-V def2-TZVPD def2/J DEFGRID3
* xyz 0 1
C -0.86 0.45 0.12
C -1.66 -0.57 0.04
C -0.04 1.46 0.19
C 2.20 -0.57 -0.33
F -1.23 -1.79 -0.31
F 0.61 1.85 1.28
F 0.23 2.29 -0.81
F 1.59 -1.03 -1.40
Cl 1.87 -1.54 0.97
H -2.72 -0.55 0.25
*
```

Summary:
Calculated total energy, a.u.: -1012.49340
Max |F|, eV/A: 1.960
HOMO, Eh: -0.36831
Relative energy (zero: lowest compared OMol25 entry of this formula, charge and spin), kcal per mole: 77.8

Here are the natural (NBO) charges for atoms 1 to 6, given in e: atom 1 (C): -0.3091, atom 2 (C): 0.2705, atom 3 (C): 0.7551, atom 4 (C): 0.2751, atom 5 (F): -0.3173, atom 6 (F): -0.2932


Record 13
Formula: C4HClN2O
Source: OMol25
Level of theory: the ωB97M-V functional and the def2-TZVPD basis

Structure (ORCA input):
```
! RIJCOSX wB97M-V def2-TZVPD def2/J DEFGRID3
* xyz 0 1
N -2.55 -0.22 0.82
C -1.42 -0.17 0.59
C 0.02 -0.15 0.32
Cl 0.85 -1.48 1.21
C 0.65 1.14 0.71
N 1.14 2.15 0.96
C 0.38 -0.38 -1.20
O -0.54 -0.56 -1.96
H 1.47 -0.33 -1.45
*
```

Summary:
Calculated total energy, a.u.: -797.90461
Max |F|, eV/A: 2.098
HOMO, Eh: -0.42695
Relative energy (zero: lowest compared OMol25 entry of this formula, charge and spin), kcal per mole: 0.0
SMILES: N#CC(Cl)(C#N)C=O

Here are the natural (NBO) charges for atoms 1 to 6, given in e: atom 1 (N): -0.2056, atom 2 (C): 0.2531, atom 3 (C): -0.2967, atom 4 (Cl): 0.0586, atom 5 (C): 0.2432, atom 6 (N): -0.2190


Record 14
Formula: C4HClNO2
Source: OMol25
Level of theory: the ωB97M-V functional and the def2-TZVPD basis

Structure (ORCA input):
```
! RIJCOSX wB97M-V def2-TZVPD def2/J DEFGRID3
* xyz -1 1
C -1.48 0.31 0.03
C -1.86 -1.00 0.13
C 0.86 -0.18 -0.19
C 2.44 -0.11 -0.01
N -0.15 0.48 -0.08
O 2.55 1.11 0.26
O 3.23 -1.03 -0.08
Cl -3.68 -0.89 0.00
H -1.92 1.32 -0.07
*
```

Summary:
Calculated total energy, a.u.: -818.38234
Max |F|, eV/A: 6.158
HOMO, Eh: -0.18310
Relative energy (zero: lowest compared OMol25 entry of this formula, charge and spin), kcal per mole: 29.9

Here are the natural (NBO) charges for atoms 1 to 6, given in e: atom 1 (C): -0.3448, atom 2 (C): -0.1787, atom 3 (C): 0.4054, atom 4 (C): 0.7274, atom 5 (N): -0.2904, atom 6 (O): -0.6519


Record 15
Formula: C4HF3N2O2S
Source: OMol25
Level of theory: the ωB97M-V functional and the def2-TZVPD basis

Structure (ORCA input):
```
! RIJCOSX wB97M-V def2-TZVPD def2/J DEFGRID3
* xyz 0 1
C -1.21 0.30 0.54
C 1.17 1.17 0.59
C 3.27 -1.25 0.08
C 2.13 2.19 0.36
N 0.03 0.90 0.84
N 3.95 -2.06 0.68
O 2.20 -0.73 -0.21
O 5.04 -2.52 0.86
F 1.85 2.89 -0.73
F 2.31 3.08 1.35
F 3.37 1.62 0.10
S -2.16 -0.37 1.72
H -1.28 0.34 -0.57
*
```

Summary:
Calculated total energy, a.u.: -1110.54879
Max |F|, eV/A: 4.393
HOMO (alpha / beta), Eh: -0.33934 / -0.28774
Relative energy (zero: lowest compared OMol25 entry of this formula, charge and spin), kcal per mole: 81.4

Here are the natural (NBO) charges for atoms 1 to 6, given in e: atom 1 (C): -0.2262, atom 2 (C): 0.3247, atom 3 (C): 0.6867, atom 4 (C): 0.8888, atom 5 (N): -0.2777, atom 6 (N): -0.0175


Record 16
Formula: C4HHgO2
Source: OMol25
Level of theory: the ωB97M-V functional and the def2-TZVPD basis

Structure (ORCA input):
```
! RIJCOSX wB97M-V def2-TZVPD def2/J DEFGRID3
* xyz 0 2
O 2.94 -0.86 -0.95
C 1.93 -0.67 -0.14
C 1.15 -0.32 0.74
H 2.74 -0.56 -1.85
C -1.37 0.39 0.54
C -0.18 -0.01 0.48
O -2.50 0.59 1.02
Hg -4.70 1.44 0.16
*
```

Summary:
Calculated total energy, a.u.: -456.70212
Max |F|, eV/A: 3.759
⟨S²⟩: 0.766
HOMO (alpha / beta), Eh: -0.30468 / -0.30639
Relative energy (zero: lowest compared OMol25 entry of this formula, charge and spin), kcal per mole: 0.0

Here are the natural (NBO) charges for atoms 1 to 6, given in e: atom 1 (O): -0.6401, atom 2 (C): 0.4603, atom 3 (C): -0.2092, atom 4 (H): 0.5245, atom 5 (C): 0.4809, atom 6 (C): -0.1366


Record 17
Formula: C4HHgO2
Source: OMol25
Level of theory: the ωB97M-V functional and the def2-TZVPD basis

Structure (ORCA input):
```
! RIJCOSX wB97M-V def2-TZVPD def2/J DEFGRID3
* xyz 1 3
O -2.04 -0.53 -2.10
C -1.42 -0.30 -1.02
C -0.92 -0.36 0.10
C 1.51 0.01 1.15
C 0.24 0.07 0.71
O 0.50 0.67 1.95
Hg 4.26 0.22 1.91
H -2.12 0.24 -2.69
*
```

Summary:
Calculated total energy, a.u.: -456.36378
Max |F|, eV/A: 1.657
⟨S²⟩: 2.015
HOMO (alpha / beta), Eh: -0.48243 / -0.51554

Here are the natural (NBO) charges for atoms 1 to 6, given in e: atom 1 (O): -0.5866, atom 2 (C): 0.5660, atom 3 (C): -0.2833, atom 4 (C): 0.1390, atom 5 (C): 0.2421, atom 6 (O): -0.3370